{"formula": "C4H8O", "method": "wB97M-V/def2-TZVPD", "homo_energy_ev": -9.41, "homo_lumo_gap_ev": 10.2, "e_above_lowest_kcal_mol": 49.5, "smiles": "C=CCCO", "e_tot_ha": -232.366759, "elements": ["C", "C", "H", "H", "H", "H", "H", "H", "O", "C", "H", "H", "C"], "coordinates": [[1.070675, -0.428884, 0.299696], [2.283109, -0.216817, -0.275340], [-0.213847, 1.163461, 1.425835], [-1.965438, 1.259605, -0.033052], [3.024159, -1.023121, -0.289932], [-0.981139, 0.705972, -1.425390], [-2.601184, -0.816257, 0.701398], [0.610903, 1.749306, -0.051713], [-1.820808, -0.799390, -0.111742], [0.108631, 0.817333, 0.389317], [2.590294, 0.763627, -0.598739], [0.875170, -1.474355, 0.672457], [-1.257823, 0.506182, -0.331495]], "forces_ev_per_a": [[1.2, 1.3, -0.4], [-1.1, -1.0, 1.3], [0.9, -0.9, -0.8], [-0.4, 0.4, 0.0], [-0.3, 0.3, -0.3], [-1.0, -1.0, 1.1], [3.6, 0.5, -3.6], [-0.7, -1.5, 0.3], [-2.5, 0.2, 2.9], [-0.7, -0.7, 0.9], [0.0, 0.1, -0.2], [-0.4, 1.5, -0.3], [1.3, 0.7, -0.9]]}